Entry 1:
{
  "formula": "C25H45N2OP3RhSe",
  "method": "the ωB97M-V functional and the def2-TZVPD basis",
  "gap_ev": [5.917, 4.826],
  "e_tot_ha": -4699.29287,
  "e_above_lowest_kj_mol": 163.9,
  "largest_force_ha_per_bohr": 0.065,
  "total_charge": 3,
  "e_lumo_ev": [-9.68, -11.72],
  "homo_energy_ev": [-15.60, -16.54],
  "s2": 6.0719,
  "spin_multiplicity": 5,
  "species": ["Rh", "P", "P", "P", "H", "C", "C", "H", "C", "C", "C", "C", "C", "C", "C", "C", "C", "H", "H", "H", "H", "H", "H", "H", "H", "H", "H", "H", "H", "H", "H", "H", "H", "H", "H", "H", "H", "H", "H", "H", "H", "H", "H", "H", "H", "H", "C", "C", "C", "C", "C", "C", "O", "H", "H", "H", "H", "H", "H", "C", "N", "C", "Se", "N", "C", "C", "C", "C", "C", "C", "H", "H", "H", "H", "H", "H", "H", "H"],
  "coordinates": [[0.201, 0.033, -0.082], [-0.747, -1.000, 1.603], [1.931, -1.650, -1.268], [-1.383, 1.663, -0.105], [2.069, 0.132, -2.496], [1.314, 0.842, -2.746], [0.039, 0.231, -2.626], [-0.047, -0.834, -2.992], [-1.919, -2.166, 0.859], [0.387, -2.062, 2.543], [-1.718, -0.259, 2.960], [2.988, -2.293, -2.684], [3.057, -2.068, 0.126], [0.750, -3.048, -1.232], [-1.184, 3.020, -1.319], [-1.824, 2.624, 1.397], [-2.925, 0.892, -0.723], [1.399, 1.768, -2.239], [-0.824, 0.893, -2.511], [-2.529, -2.683, 1.639], [-1.421, -2.998, 0.298], [-2.668, -1.694, 0.171], [-0.100, -2.456, 3.464], [1.294, -1.502, 2.883], [0.700, -2.974, 1.968], [-2.748, 0.062, 2.654], [-1.204, 0.611, 3.443], [-1.896, -0.985, 3.804], [3.804, -2.956, -2.279], [3.467, -1.476, -3.265], [2.400, -2.900, -3.378], [2.509, -2.099, 1.085], [3.820, -1.293, 0.238], [3.533, -3.057, -0.089], [1.063, -3.843, -1.926], [-0.239, -2.699, -1.546], [0.667, -3.462, -0.221], [-1.259, 4.005, -0.813], [-1.945, 2.939, -2.119], [-0.193, 2.964, -1.793], [-2.064, 3.668, 1.135], [-0.997, 2.676, 2.115], [-2.703, 2.222, 1.927], [-3.498, 1.610, -1.330], [-3.565, 0.544, 0.102], [-2.694, 0.038, -1.366], [-0.967, 1.205, -5.288], [-2.181, 0.477, -4.996], [-3.348, 1.203, -4.870], [-3.464, 2.589, -5.140], [-2.278, 3.272, -5.669], [-1.053, 2.556, -5.835], [0.150, 0.758, -5.032], [1.422, 1.069, -3.957], [-2.132, -0.549, -4.696], [-4.252, 0.658, -4.590], [-4.419, 3.131, -5.097], [-2.335, 4.353, -5.905], [-0.128, 3.070, -6.134], [1.696, 1.279, 4.271], [2.859, 1.012, 3.452], [2.943, 1.080, 2.090], [1.623, 1.662, 0.885], [4.175, 0.666, 1.766], [4.861, 0.157, 2.854], [6.196, -0.069, 3.045], [6.681, -0.206, 4.347], [5.798, -0.082, 5.436], [4.441, 0.192, 5.264], [4.002, 0.301, 3.927], [1.005, 0.392, 4.292], [1.150, 2.164, 3.853], [2.017, 1.511, 5.303], [4.537, 0.711, 0.837], [6.832, -0.091, 2.176], [7.714, -0.368, 4.547], [6.175, -0.132, 6.452], [3.727, 0.380, 6.058]],
  "forces_ev_per_a": [[1.540, 0.946, -2.431], [-1.009, -1.664, 1.866], [0.036, -2.472, 1.801], [-1.836, 0.673, -0.239], [0.863, 0.519, -0.235], [1.075, 0.675, -3.111], [-0.924, -1.051, 0.396], [-0.437, 1.406, 0.581], [-1.143, -1.224, -0.512], [0.746, -0.911, 0.676], [-0.776, 0.637, 1.181], [0.831, 0.931, -0.492], [0.156, -0.519, 0.106], [-0.211, -0.468, -0.149], [0.796, 0.361, -0.396], [-0.203, 0.137, 0.567], [-0.505, -0.035, 0.181], [0.445, 0.927, 0.491], [0.033, -0.744, -0.608], [0.480, 0.459, -0.287], [-0.283, 0.925, 0.477], [0.804, -0.236, 0.605], [0.139, 0.330, -0.610], [-0.639, -0.430, -0.377], [-0.183, 0.980, 0.373], [0.991, -0.174, 0.016], [-0.397, -0.617, -0.593], [0.344, 0.389, -1.066], [-0.920, 0.772, -0.096], [-0.201, -0.538, 0.333], [-0.128, 0.310, 0.160], [0.222, -0.081, -0.529], [0.027, -0.325, -0.211], [-0.282, 0.808, 0.409], [-0.137, 0.155, 0.391], [0.113, -0.170, -0.009], [0.036, 0.037, -0.229], [0.002, -0.664, -0.382], [0.369, 0.072, 0.456], [-0.299, 0.232, 0.035], [0.051, -0.500, -0.113], [-0.107, -0.119, -0.194], [0.388, -0.003, -0.307], [0.164, -0.165, 0.358], [0.227, 0.083, -0.235], [0.005, 0.084, 0.062], [-0.625, 1.097, -1.194], [-0.608, 1.592, 0.533], [-0.602, -0.579, -0.068], [2.063, 0.636, -1.298], [0.464, -1.165, 0.242], [-2.358, 1.622, 1.079], [0.525, -1.343, -0.338], [-0.049, -0.135, 2.600], [0.064, -0.460, -0.132], [0.171, 0.179, -0.007], [0.519, -0.405, 0.175], [0.040, -0.889, 0.027], [-0.512, -0.394, 0.002], [-1.226, 0.244, 0.047], [0.132, -1.564, -1.157], [0.859, -0.226, 2.165], [0.412, 0.692, -0.038], [-0.536, -0.272, -0.782], [-0.838, 0.843, 0.652], [1.494, -0.524, 0.207], [-1.376, 0.136, -0.616], [-0.844, 0.144, 0.318], [0.203, -0.138, -1.029], [-0.327, 1.495, 1.112], [0.683, 0.797, 0.058], [0.484, -0.731, 0.449], [-0.179, -0.059, -0.626], [0.230, 0.078, -0.489], [0.414, -0.076, 0.025], [0.579, -0.099, -0.084], [0.070, -0.100, -0.155], [0.412, -0.132, 0.212]]
}



Entry 2:
{
  "formula": "C25H45N6OPb",
  "method": "the ωB97M-V functional and the def2-TZVPD basis",
  "gap_ev": 7.774,
  "e_tot_ha": -1575.92042,
  "e_above_lowest_kj_mol": 106.2,
  "largest_force_ha_per_bohr": 0.045,
  "total_charge": 1,
  "e_lumo_ev": -1.50,
  "homo_energy_ev": -9.27,
  "spin_multiplicity": 1,
  "species": ["Pb", "C", "O", "H", "H", "H", "C", "C", "C", "C", "N", "H", "H", "H", "H", "H", "H", "H", "C", "C", "C", "C", "N", "H", "H", "H", "H", "H", "H", "H", "C", "C", "C", "C", "N", "H", "H", "H", "H", "H", "H", "H", "C", "C", "C", "C", "N", "H", "H", "H", "H", "H", "H", "H", "C", "C", "C", "C", "N", "H", "H", "H", "H", "H", "H", "H", "C", "C", "C", "C", "N", "H", "H", "H", "H", "H", "H", "H"],
  "coordinates": [[-0.363, 0.425, -0.637], [0.178, 1.500, -3.967], [0.489, 1.685, -2.616], [-0.741, 2.022, -4.269], [0.886, 1.844, -4.736], [0.058, 0.448, -4.265], [-1.345, 0.684, 4.653], [-2.548, -0.234, 4.769], [-3.427, -0.347, 3.487], [-2.564, -0.502, 2.289], [-1.966, -0.606, 1.317], [-0.844, 0.862, 5.602], [-1.536, 1.573, 4.047], [-0.575, 0.184, 4.052], [-3.146, 0.095, 5.621], [-2.098, -1.173, 5.099], [-4.191, 0.408, 3.333], [-3.899, -1.321, 3.630], [-2.191, -5.406, -0.330], [-1.890, -5.509, -1.846], [-2.249, -4.261, -2.667], [-1.714, -2.954, -2.234], [-1.320, -1.919, -1.941], [-1.535, -4.735, 0.234], [-2.015, -6.393, 0.095], [-3.163, -4.988, -0.068], [-2.355, -6.414, -2.227], [-0.821, -5.552, -2.070], [-3.343, -4.200, -2.677], [-2.060, -4.496, -3.715], [4.810, -4.608, -1.128], [4.055, -3.439, -0.463], [2.536, -3.737, -0.627], [1.683, -2.630, -0.265], [1.068, -1.702, 0.012], [4.694, -4.687, -2.209], [4.590, -5.527, -0.587], [5.891, -4.466, -1.055], [4.206, -2.446, -0.893], [4.455, -3.319, 0.544], [2.323, -4.560, 0.058], [2.207, -3.973, -1.641], [2.309, 2.043, 3.875], [2.006, 3.509, 3.541], [0.562, 3.790, 3.143], [0.011, 2.945, 2.098], [-0.466, 2.256, 1.317], [2.025, 1.328, 3.109], [1.809, 1.812, 4.824], [3.325, 1.937, 4.262], [2.520, 3.816, 2.619], [2.389, 4.241, 4.249], [0.471, 4.848, 2.893], [-0.023, 3.690, 4.063], [6.464, 2.703, -1.599], [5.455, 1.877, -0.771], [4.157, 2.655, -0.445], [3.015, 1.813, -0.023], [2.113, 1.174, 0.282], [6.374, 3.791, -1.573], [6.474, 2.450, -2.657], [7.446, 2.551, -1.149], [5.941, 1.630, 0.173], [5.210, 0.950, -1.286], [3.835, 3.091, -1.393], [4.384, 3.461, 0.250], [-7.126, 2.799, -3.071], [-6.083, 2.425, -1.986], [-4.701, 2.529, -2.587], [-3.636, 2.008, -1.722], [-2.853, 1.562, -1.013], [-6.989, 2.134, -3.924], [-6.931, 3.840, -3.331], [-8.175, 2.769, -2.780], [-6.197, 1.431, -1.547], [-6.302, 3.072, -1.134], [-4.410, 3.526, -2.923], [-4.631, 1.917, -3.491]],
  "forces_ev_per_a": [[0.574, 1.132, -1.798], [-0.445, -0.238, 0.000], [-0.151, -0.738, 0.551], [-0.311, -0.038, 0.136], [0.663, 0.388, 0.558], [-0.247, -0.241, 0.205], [0.769, -0.184, -1.169], [0.324, 0.853, 0.586], [1.407, -1.483, 0.582], [-0.863, 0.363, 0.230], [-0.046, -0.260, 0.346], [-0.366, 0.390, 0.093], [-0.194, 0.360, 0.596], [-0.036, -0.141, -0.016], [-0.360, -0.018, -0.238], [-0.599, -0.436, -0.430], [0.225, 0.230, 0.078], [-0.494, 0.119, -0.391], [0.795, 0.225, -0.127], [0.913, 1.282, 0.803], [-1.749, -0.576, -0.207], [-0.140, -0.928, -0.460], [-0.006, 0.042, 0.089], [0.411, 0.039, -0.439], [-0.439, 0.013, 0.215], [-0.367, -0.563, -0.398], [-0.158, 0.253, -0.393], [0.148, -0.788, 0.665], [-0.039, 0.512, 0.227], [0.577, 0.545, -0.031], [0.975, 0.896, 0.124], [-0.171, -0.054, -1.355], [0.362, -0.166, 1.138], [-0.044, 0.771, 0.549], [0.143, -0.488, 0.038], [-0.704, -0.179, 0.084], [-0.170, -0.159, -0.323], [-0.009, 0.084, 0.373], [0.445, -0.234, -0.492], [-0.801, -0.277, 0.363], [-0.384, -0.186, -0.315], [0.609, -0.389, -0.090], [-0.090, 0.910, 1.746], [0.839, -0.286, -2.147], [-0.229, 0.640, 1.659], [-0.075, 0.035, 0.238], [0.014, 0.230, 0.082], [0.209, 0.045, -0.080], [-0.652, -0.214, -0.303], [0.347, -0.088, -0.901], [0.570, -0.396, 0.093], [-0.435, -0.244, 0.470], [-0.113, -0.101, -0.384], [-0.484, -0.273, -0.302], [0.265, 0.160, 0.310], [-0.008, 0.466, 0.308], [-0.003, -0.509, -1.014], [0.745, 0.557, 0.112], [0.104, -0.054, 0.010], [-0.609, -0.030, 0.272], [0.050, -0.232, 0.071], [0.164, -0.273, -0.442], [-0.119, -0.259, 0.013], [0.014, -0.012, 0.012], [-0.217, 0.250, 0.108], [-0.325, -0.048, 0.171], [0.586, -0.271, 0.332], [-1.456, 0.123, 0.226], [0.979, -0.099, -0.184], [-0.286, 0.158, 0.184], [0.039, -0.003, -0.090], [-0.111, 0.250, -0.228], [0.029, -0.082, -0.402], [0.123, -0.271, 0.367], [-0.228, -0.198, -0.449], [0.713, 0.300, -0.004], [-0.170, 0.133, 0.217], [-0.225, -0.049, -0.031]]
}



Entry 3:
{
  "formula": "C25H46AsN2NiOSSi3",
  "method": "the ωB97M-V functional and the def2-TZVPD basis",
  "gap_ev": [6.514, 6.472],
  "e_tot_ha": -6175.94292,
  "largest_force_ha_per_bohr": 0.010,
  "total_charge": -1,
  "e_lumo_ev": [2.81, 2.81],
  "homo_energy_ev": [-3.70, -3.66],
  "spin_multiplicity": 1,
  "species": ["Ni", "C", "C", "C", "C", "C", "C", "N", "N", "Si", "C", "C", "C", "H", "H", "H", "H", "H", "H", "H", "H", "H", "H", "H", "H", "H", "H", "H", "C", "Si", "C", "C", "As", "Si", "C", "C", "C", "H", "H", "H", "H", "H", "H", "H", "H", "H", "H", "H", "H", "H", "H", "H", "H", "H", "H", "S", "C", "C", "C", "C", "C", "C", "H", "H", "H", "H", "H", "C", "C", "C", "O", "C", "H", "H", "H", "H", "H", "H", "H", "H"],
  "coordinates": [[-0.083, 0.128, 0.417], [1.340, 1.108, 3.817], [0.317, 0.026, 3.641], [-0.106, -0.736, 4.724], [-1.022, -1.760, 4.501], [-1.539, -1.990, 3.248], [-1.134, -1.141, 2.192], [-0.176, -0.189, 2.425], [-1.510, -1.114, 0.902], [-2.922, -1.808, 0.191], [-4.279, -2.059, 1.501], [-3.662, -0.662, -1.110], [-2.559, -3.475, -0.604], [1.014, 1.809, 4.588], [1.494, 1.643, 2.882], [2.293, 0.681, 4.137], [0.297, -0.545, 5.710], [-1.328, -2.392, 5.328], [-2.226, -2.800, 3.065], [-4.221, -1.301, 2.286], [-4.231, -3.036, 1.983], [-5.261, -1.977, 1.028], [-3.358, 0.374, -0.944], [-4.754, -0.716, -1.083], [-3.317, -0.926, -2.109], [-2.151, -4.185, 0.119], [-1.824, -3.343, -1.400], [-3.462, -3.911, -1.043], [2.175, 1.743, -3.521], [0.360, 1.246, -3.363], [-0.619, 2.814, -2.951], [-0.198, 0.687, -5.089], [-0.285, -0.419, -1.869], [1.463, -1.935, -2.123], [1.308, -2.841, -3.783], [1.243, -3.257, -0.785], [3.224, -1.245, -2.064], [2.265, 2.647, -4.131], [2.760, 0.954, -3.997], [2.603, 1.933, -2.537], [-0.753, 3.430, -3.845], [-0.087, 3.416, -2.210], [-1.602, 2.572, -2.544], [-0.032, 1.479, -5.826], [-1.260, 0.432, -5.089], [0.354, -0.197, -5.414], [0.273, -3.140, -3.964], [1.931, -3.741, -3.786], [1.628, -2.214, -4.618], [0.538, -4.018, -1.126], [0.845, -2.832, 0.140], [2.193, -3.752, -0.559], [3.560, -0.974, -3.067], [3.917, -1.994, -1.667], [3.291, -0.360, -1.434], [1.606, 1.548, 0.209], [3.007, 0.748, 0.892], [4.226, 1.440, 0.937], [5.368, 0.853, 1.452], [5.335, -0.449, 1.941], [4.137, -1.147, 1.897], [2.990, -0.562, 1.384], [4.264, 2.452, 0.550], [6.294, 1.416, 1.469], [6.230, -0.910, 2.341], [4.089, -2.166, 2.264], [2.067, -1.125, 1.348], [-3.595, 3.266, 1.212], [-2.498, 4.288, 0.838], [-1.226, 3.429, 0.749], [-1.683, 2.092, 0.603], [-2.793, 1.991, 1.477], [-4.275, 3.105, 0.375], [-4.187, 3.574, 2.074], [-2.393, 5.068, 1.593], [-2.716, 4.772, -0.113], [-0.625, 3.509, 1.664], [-0.583, 3.655, -0.098], [-2.442, 1.950, 2.519], [-3.320, 1.067, 1.253]],
  "forces_ev_per_a": [[0.077, -0.004, -0.295], [0.023, 0.050, -0.001], [-0.047, -0.130, -0.004], [0.036, 0.032, 0.039], [-0.013, -0.022, 0.048], [0.006, 0.074, -0.066], [0.099, 0.065, -0.118], [-0.169, -0.042, 0.124], [-0.173, -0.170, 0.433], [0.066, -0.026, -0.112], [0.067, 0.015, -0.065], [0.002, 0.000, 0.046], [-0.070, 0.082, 0.019], [-0.004, -0.002, 0.004], [-0.021, 0.018, 0.005], [0.006, 0.009, -0.032], [0.000, 0.003, -0.008], [-0.001, -0.002, -0.010], [-0.062, -0.033, -0.024], [-0.010, 0.024, 0.001], [0.030, -0.028, 0.020], [0.014, -0.012, -0.016], [0.005, 0.001, 0.028], [-0.023, 0.004, -0.004], [0.000, -0.027, 0.023], [0.003, 0.002, 0.025], [-0.004, 0.026, -0.005], [-0.004, 0.001, 0.012], [-0.071, -0.073, -0.035], [-0.006, 0.053, -0.003], [0.067, -0.029, -0.009], [0.034, 0.098, 0.103], [0.051, -0.106, -0.210], [0.010, 0.045, -0.020], [0.019, -0.002, 0.090], [0.040, 0.069, 0.016], [-0.051, -0.099, 0.025], [-0.014, 0.006, -0.003], [-0.010, 0.007, -0.017], [-0.008, 0.030, 0.027], [0.003, 0.013, -0.013], [0.023, -0.055, -0.004], [-0.018, -0.017, -0.004], [0.005, 0.006, -0.008], [-0.007, 0.005, 0.013], [0.018, -0.044, 0.011], [-0.001, -0.011, 0.013], [0.020, -0.005, -0.007], [-0.008, 0.052, -0.013], [-0.033, -0.014, 0.008], [0.020, -0.009, -0.035], [0.002, -0.002, -0.012], [-0.010, 0.000, 0.002], [0.004, -0.007, -0.007], [-0.008, 0.004, -0.004], [0.168, 0.087, -0.026], [0.010, 0.098, -0.027], [-0.003, 0.015, -0.001], [0.026, -0.010, 0.009], [0.019, -0.019, 0.018], [0.011, -0.022, 0.026], [-0.028, -0.018, -0.044], [-0.014, -0.001, 0.007], [0.002, -0.004, 0.004], [-0.002, 0.001, -0.002], [0.003, 0.000, -0.001], [0.004, 0.000, 0.004], [0.003, -0.025, 0.012], [0.002, 0.003, 0.023], [0.098, 0.024, -0.021], [-0.160, 0.078, 0.022], [0.003, -0.020, 0.039], [0.004, 0.008, -0.001], [0.006, -0.012, 0.008], [0.007, 0.011, -0.012], [0.000, -0.011, -0.010], [-0.016, -0.010, -0.007], [-0.036, 0.018, 0.034], [0.002, 0.002, -0.013], [-0.016, -0.014, -0.010]]
}